Record 1
Entry from the Open Molecules 2025 dataset: C47H40BrGeN7O3RuS as an isolated structure in a non-equilibrium geometry (the ωB97M-V functional and the def2-TZVPD basis).

XYZ file:
```
101
Properties=species:S:1:pos:R:3:lowdin_charge:R:1
H -0.02678 1.12125 4.37001 0.11
C -1.60663 -1.25292 -3.52970 -0.14
H 0.13621 0.89001 -3.75016 0.16
N 1.41984 1.08172 1.51028 -0.13
C 2.37232 2.93475 0.22506 -0.06
C -3.41611 -5.79581 -0.71190 -0.06
H 3.56186 1.81323 7.71123 0.12
C 2.22104 0.51271 -2.40597 -0.17
H 4.54959 3.97485 3.22586 0.12
C 8.26436 1.28011 -1.79495 -0.05
H 3.06727 2.02189 3.41228 0.10
H -2.04972 0.66345 -2.73577 0.14
C -3.87368 -1.27320 2.10923 -0.09
H 9.57764 0.91291 -0.14068 0.12
H -5.40266 -5.43058 -1.42851 0.11
C -4.81161 1.03491 -1.43588 -0.09
C 3.20972 4.03677 0.12271 -0.05
C -2.08730 -3.84613 -0.25389 -0.13
C -4.32957 -3.60573 -1.08722 -0.09
C 5.92164 0.80691 -1.40837 -0.22
H -2.45636 1.56872 0.94072 0.07
C -4.30572 -0.22066 -1.77988 -0.26
C 0.79796 1.28937 5.05036 -0.04
C -2.48402 -1.90412 -5.68234 -0.01
H -0.89069 -2.84406 -2.29827 0.10
C -4.46987 -4.98789 -1.10576 -0.06
H -4.15437 -2.27650 1.80930 0.10
H 2.17030 3.71671 6.97017 0.12
Br 3.18040 -0.99809 -0.23723 0.88
H 1.82222 2.61634 -0.64777 0.07
H -2.90570 -1.63297 -6.64299 0.13
H -3.99298 0.74195 4.82969 0.11
C -1.69722 -3.58301 -4.14046 -0.05
C -1.30907 -0.12461 -2.57930 -0.36
Ru 0.13704 0.42896 0.04315 1.13
H -6.85230 1.56332 -4.08033 0.11
C 2.80014 1.67139 6.95769 -0.05
C 3.98239 4.42387 1.20421 -0.05
H -4.51378 1.51192 -0.50942 0.09
C -4.14506 -0.85475 3.40904 -0.06
H 2.36390 1.03961 -3.35027 0.15
H -2.71677 0.55249 -5.87936 0.12
C 2.01279 2.73409 6.54724 -0.05
C 8.55600 0.89098 -0.49532 -0.05
N 1.57894 0.41275 2.58017 0.01
H -6.10679 2.65045 -1.99340 0.11
H 6.72874 1.54385 -3.25856 0.12
C -2.88959 0.85853 1.63122 -0.16
H -1.51852 -4.62054 -3.89540 0.11
C 2.60551 0.41266 6.40417 -0.01
C 0.90786 -0.75245 2.68356 -0.78
C -3.13341 -3.01962 -0.66813 -0.29
C -6.13437 1.06762 -3.44051 -0.06
C -4.73650 -0.82809 -2.96286 -0.11
H -4.64986 -1.52243 4.09456 0.11
C 3.10009 2.59255 2.49551 -0.01
H -5.16215 -2.98862 -1.40032 0.10
C 2.30089 2.22531 1.41457 -0.24
C -5.64628 -0.18513 -3.78786 -0.06
C -3.14852 1.27636 2.92719 -0.08
C -2.27580 -3.23663 -5.35367 -0.05
H 5.44547 0.14606 0.58998 0.05
N -0.01460 0.49290 -2.83272 0.01
C -3.23156 -0.42719 1.20703 -0.31
O -1.31833 -0.54651 -1.22331 -0.39
N 1.49434 -1.07373 4.88763 0.09
H -3.52276 -6.87220 -0.73170 0.11
H 9.05279 1.61194 -2.45590 0.11
H 3.25877 4.58606 -0.80774 0.12
H 7.76119 0.19419 1.37068 0.11
C 3.93238 3.69035 2.38464 -0.05
S -0.00090 -1.41782 1.40334 0.78
H -5.98151 -0.66434 -4.69825 0.11
C 3.41655 0.24735 -1.63221 -0.63
H 0.34954 3.35476 5.33682 0.12
O -2.26437 0.41952 -5.03884 0.06
H 4.62993 5.28634 1.12688 0.12
O -0.84273 2.91433 -0.97960 0.19
H -1.40121 -5.85577 0.02370 0.11
H -1.14961 -3.42612 0.08495 0.04
H -2.89010 2.28302 3.23301 0.11
C 6.95582 1.24504 -2.24222 -0.03
C -3.77606 0.41454 3.82118 -0.07
C -2.22392 -5.22423 -0.28506 -0.06
H -2.55196 -4.00591 -6.06198 0.12
C -1.35408 -2.58610 -3.24014 -0.03
C 7.53444 0.48215 0.35317 -0.06
C 6.22588 0.43951 -0.09404 -0.05
C 4.58162 0.81164 -1.98269 -0.05
N 1.03823 0.16776 -2.04761 -0.07
H -4.36315 -1.80680 -3.24319 0.10
N 1.02669 -1.50630 3.78942 0.10
C -5.71725 1.67900 -2.26676 -0.06
C 1.63524 0.24608 5.43011 -0.22
H 4.50698 1.39260 -2.90110 0.13
Ge -3.07500 -1.10173 -0.59947 1.05
C -2.13467 -0.91826 -4.77542 -0.29
H 1.72310 -1.83131 5.52204 0.18
H 3.21445 -0.42618 6.71926 0.12
C 0.99763 2.53433 5.61373 -0.05
N -0.41418 1.96032 -0.56437 -0.22
```

The energy relative to the best compared isomer or geometry (same formula, charge and spin) is 0.710 eV. The total energy is -7567.38678 Eh. For the gap between HOMO and LUMO (spin up / spin down), the calculation gives 5.18 / 5.19 eV. The largest force on an atom is 1.87 eV/A. The total charge is +2.


Record 2
Entry from the Open Molecules 2025 dataset: a 2-piece molecular cluster, C2H4F2 overall in a non-equilibrium geometry (the ωB97M-V functional and the def2-TZVPD basis).

XYZ file:
```
8
Properties=species:S:1:pos:R:3:lowdin_charge:R:1
H -1.47004 0.04078 0.90415 -0.09
F 0.65884 0.02499 -2.00183 0.04
C 0.83989 0.62634 -0.81062 -0.20
C -0.92884 -0.74550 1.04010 0.11
H 1.80628 0.61618 -0.38270 0.10
H -0.68187 -1.32691 0.08507 0.02
F 0.14677 1.76918 -0.71645 0.04
H -0.37102 -1.00507 1.88228 -0.03
```

The energy relative to the best compared isomer or geometry (same formula, charge and spin) is 4.632 eV. The total energy is -278.16501 Eh. For the gap between HOMO and LUMO (spin up / spin down), the calculation gives 9.56 / 9.07 eV. The largest force on an atom is 7.03 eV/A.


Record 3
Entry from the Open Molecules 2025 dataset: the molecule C6H10 (the ωB97M-V functional and the def2-TZVPD basis).

XYZ file:
```
16
Properties=species:S:1:pos:R:3:lowdin_charge:R:1
H -2.73600 1.30218 0.00228 0.09
H 1.91776 1.48119 -0.03649 0.10
C -1.98515 0.51689 0.00178 -0.17
H -2.14764 -1.44536 0.86991 0.07
C 0.45078 -0.01494 0.01420 -0.13
H 0.25244 -1.09291 0.04510 0.11
H -0.47900 1.96144 0.01705 0.10
C -0.69934 0.89828 0.00931 -0.14
C 2.90331 -0.50749 0.00422 -0.12
C 1.71796 0.41126 -0.02474 -0.17
H -3.59336 -0.92625 0.02086 0.06
H 2.93045 -1.09897 0.93082 0.08
H 3.84342 0.05388 -0.06896 0.07
H 2.89158 -1.22847 -0.82789 0.08
H -2.17297 -1.42901 -0.92524 0.08
C -2.50535 -0.90028 -0.00934 -0.12
```

The energy relative to the best compared isomer or geometry (same formula, charge and spin) is 0.792 eV. The SMILES is C/C=C\C=C\C. The total energy is -234.57341 Eh. For the gap between HOMO and LUMO, the calculation gives 9.46 eV. The largest force on an atom is 0.59 eV/A.


Record 4
Entry from the Open Molecules 2025 dataset: a 2-piece molecular cluster, C3H10NS overall in a non-equilibrium geometry (the ωB97M-V functional and the def2-TZVPD basis).

XYZ file:
```
15
Properties=species:S:1:pos:R:3:lowdin_charge:R:1
C -0.94363 -0.15149 0.36459 -0.50
N -1.04131 -0.52629 -1.01850 -0.12
H 2.03379 1.26139 0.48432 0.00
H -2.53197 -2.08297 -0.90314 0.10
H -0.42441 -0.57402 2.59272 -0.04
S -0.37437 -1.20989 1.38228 0.96
H -0.01887 -0.31033 -1.31742 0.22
H 1.16951 2.21019 1.75566 0.03
C 2.18237 1.92553 1.35413 -0.05
H 2.68636 1.41831 2.15560 0.01
H 2.77558 2.76789 1.02710 0.02
C -1.62605 -1.86145 -1.35866 0.01
H -0.92987 -2.48909 -0.87293 0.06
H -1.61079 0.25234 -1.50379 0.20
H -1.55359 -2.04108 -2.39359 0.10
```

The energy relative to the best compared isomer or geometry (same formula, charge and spin) is 4.255 eV. The total energy is -572.84281 Eh. For the gap between HOMO and LUMO, the calculation gives 8.76 eV. The largest force on an atom is 2.99 eV/A. The total charge is +1.


What did the third record say?
Entry from the Open Molecules 2025 dataset: the molecule C6H10 (the ωB97M-V functional and the def2-TZVPD basis).

XYZ file:
```
16
Properties=species:S:1:pos:R:3:lowdin_charge:R:1
H -2.73600 1.30218 0.00228 0.09
H 1.91776 1.48119 -0.03649 0.10
C -1.98515 0.51689 0.00178 -0.17
H -2.14764 -1.44536 0.86991 0.07
C 0.45078 -0.01494 0.01420 -0.13
H 0.25244 -1.09291 0.04510 0.11
H -0.47900 1.96144 0.01705 0.10
C -0.69934 0.89828 0.00931 -0.14
C 2.90331 -0.50749 0.00422 -0.12
C 1.71796 0.41126 -0.02474 -0.17
H -3.59336 -0.92625 0.02086 0.06
H 2.93045 -1.09897 0.93082 0.08
H 3.84342 0.05388 -0.06896 0.07
H 2.89158 -1.22847 -0.82789 0.08
H -2.17297 -1.42901 -0.92524 0.08
C -2.50535 -0.90028 -0.00934 -0.12
```

The energy relative to the best compared isomer or geometry (same formula, charge and spin) is 0.792 eV. The SMILES is C/C=C\C=C\C. The total energy is -234.57341 Eh. For the gap between HOMO and LUMO, the calculation gives 9.46 eV. The largest force on an atom is 0.59 eV/A.